20
Properties=species:S:1:pos:R:3:forces:R:3 method="wB97M-V/def2-TZVPD" charge=-1 multiplicity=1 gap_ev=6.3544
C -2.3857 -0.0541 1.2801 0.47 0.46 -0.06
C -1.4340 0.3604 2.4190 0.32 -0.60 -0.79
S 0.3243 -0.0042 2.0092 -0.18 -0.21 0.22
H -2.2451 -1.1262 1.1363 -0.28 -0.08 -0.01
H -2.1078 0.4129 0.3330 0.10 0.11 0.01
H -3.4370 0.1987 1.4661 -0.03 -0.18 0.16
H -1.7535 -0.2541 3.2617 0.16 0.33 0.43
H -1.4464 1.4220 2.6498 -0.55 0.07 0.13
C -0.0941 -1.3656 -1.6939 0.15 -0.23 -0.10
N 0.3234 -0.2871 -2.5803 -0.46 -0.06 0.42
C 1.5941 0.2946 -2.2018 -0.01 1.30 0.83
N 1.5294 1.1140 -0.9856 0.56 -0.55 -0.45
H -1.0827 -1.7210 -1.9903 0.07 -0.11 -0.04
H 0.6315 -2.1962 -1.6958 -0.16 -0.15 -0.09
H -0.1625 -1.0536 -0.6526 0.00 0.35 0.03
H 0.2440 -0.5687 -3.5460 0.37 0.01 -0.08
H 1.8982 1.0073 -2.9718 0.06 -0.32 -0.36
H 2.4136 -0.4207 -2.0433 -0.16 -0.27 -0.11
H 0.9216 1.9054 -1.1309 -0.26 -0.09 0.14
H 1.2558 0.6182 -0.1269 -0.17 0.21 -0.27


20
Properties=species:S:1:pos:R:3:forces:R:3 method="wB97M-V/def2-TZVPD" charge=-1 multiplicity=1 gap_ev=5.3429
C 1.2920 1.5362 -0.4703 -0.33 1.65 -0.55
C 1.0267 0.4597 -1.5213 0.50 0.14 0.04
C 2.2449 -0.4439 -1.6476 -0.12 -1.48 -0.70
S 3.7315 0.4274 -2.2064 0.21 -0.05 -0.07
H 1.6341 1.1030 0.4733 0.24 0.09 -0.08
H 0.3868 2.1480 -0.2455 0.29 -0.45 -0.08
H 2.0432 2.2957 -0.8850 -0.73 -1.40 0.78
H 0.1289 -0.1460 -1.3393 -0.05 0.13 0.30
H 0.9102 0.9453 -2.4881 -0.20 0.10 -0.17
H 1.9940 -1.3005 -2.3596 0.21 0.97 0.61
H 2.4188 -0.9637 -0.6870 -0.02 0.27 -0.05
N -2.0224 -1.8163 1.2580 0.02 -1.42 -0.32
C -2.3074 -0.5756 1.9281 -0.72 0.33 -0.68
N -1.6529 0.6303 1.4217 0.37 -0.47 0.91
H -2.5073 -2.0641 0.3875 0.54 0.47 0.89
H -1.2625 -2.4604 1.5090 -0.63 1.02 -0.16
H -3.3916 -0.4079 1.8497 0.15 0.00 -0.12
H -2.1456 -0.6376 3.0005 0.43 -0.23 0.08
H -0.6406 0.5088 1.5822 -0.70 0.40 -0.76
H -1.8808 0.7615 0.4402 0.55 -0.08 0.14


20
Properties=species:S:1:pos:R:3:forces:R:3 method="wB97M-V/def2-TZVPD" charge=+1 multiplicity=1 gap_ev=9.7076
C 0.1737 0.8423 1.9705 -0.72 0.45 -0.01
C 0.3308 1.9254 1.1587 -0.14 -0.34 0.49
N -0.1740 3.1860 1.4219 -0.10 -1.11 0.41
N 0.6796 -0.5259 1.6504 -0.83 1.79 -1.27
H -0.4895 0.8242 2.8373 0.36 0.24 -0.25
H 0.9488 1.8662 0.2625 -0.17 -0.09 0.08
H -0.4168 3.7977 0.6522 0.27 -0.24 0.14
H -0.8106 3.2343 2.2156 0.23 0.19 -0.40
H 0.0685 -1.2439 2.0012 -0.42 -0.23 0.33
H 1.5918 -0.6974 1.9951 1.31 -0.22 0.53
H 0.6847 -0.6493 0.5916 0.25 -0.28 0.32
C -1.4658 -0.1215 -1.8069 0.05 -0.04 0.02
C -1.0028 -1.5813 -1.7478 0.41 -0.34 0.86
S 0.8232 -1.6198 -1.2392 -0.49 0.28 -0.83
H -0.9286 0.3452 -2.6359 -0.16 0.21 0.07
H -1.2668 0.4784 -0.8915 -0.12 -0.61 -0.45
H -2.5437 -0.0727 -2.0270 0.39 -0.05 0.06
H -1.4620 -2.1857 -0.9501 -0.25 0.38 -0.48
H -1.1579 -2.0845 -2.7204 0.37 0.23 0.59
H 0.8572 -2.7066 -0.4569 -0.23 -0.22 -0.20


20
Properties=species:S:1:pos:R:3:forces:R:3 method="wB97M-V/def2-TZVPD" charge=+1 multiplicity=1 gap_ev=9.0317
N 1.1096 -0.2277 -1.6878 0.48 1.37 0.85
C 1.2519 0.8011 -0.6019 0.37 -0.40 0.82
C -0.0774 1.0473 0.0660 -2.23 -1.22 -0.86
N -1.0819 1.4726 -1.0696 1.23 -0.62 0.14
C -0.7033 -0.2950 0.5459 -1.82 0.31 0.44
C 0.1001 -1.3372 1.3055 0.38 -0.77 0.35
S -0.3250 -1.9185 3.0012 -0.18 0.90 0.10
H 1.1544 -1.1074 -1.1856 -0.21 -0.34 -0.28
H 2.0225 -0.1621 -2.1324 -0.26 -0.27 -0.58
H 1.8671 0.3497 0.1826 0.21 0.54 0.07
H 1.7520 1.7212 -0.9033 -0.10 -0.11 -0.39
H -0.2903 1.8415 0.7758 1.20 0.01 0.35
H -0.8831 0.8344 -1.8494 0.10 -0.03 -0.18
H -2.0544 1.3672 -0.8037 -0.18 0.21 0.18
H -0.8539 2.4162 -1.3517 -0.30 0.39 -0.23
H -1.5900 -0.0515 1.1481 0.19 0.18 0.10
H -1.1749 -0.7676 -0.3248 0.43 -0.12 -0.08
H 0.0340 -2.3152 0.8343 0.51 0.35 -0.78
H 1.1337 -1.0038 1.3778 0.13 -0.44 0.11
H -1.3910 -2.6653 2.6730 0.08 0.07 -0.13


20
Properties=species:S:1:pos:R:3:forces:R:3 method="wB97M-V/def2-TZVPD" multiplicity=1 gap_ev=8.0491
C 1.3040 0.3665 0.5943 -1.42 0.63 -0.38
C -0.8321 -2.4937 0.2160 -0.22 0.39 -0.16
C -1.4381 1.8427 -0.0498 0.11 0.35 0.06
C 1.9956 0.5016 -0.7439 -0.12 -0.13 0.08
N 0.2105 -1.5363 -0.0404 0.09 -0.78 -0.23
N -0.0798 -0.3365 0.4258 0.98 0.49 -0.06
N -1.2507 0.4780 -0.4617 0.70 -0.66 0.48
H -0.6016 -0.3033 1.3246 0.16 -0.05 -0.17
H -0.9056 0.4248 -1.4151 0.30 -0.18 0.07
H 1.9080 -0.2261 1.2825 -0.49 -0.10 -0.02
H 1.0686 1.3356 1.0349 0.22 0.11 0.05
H -0.4415 -3.4808 -0.0257 -0.07 -0.01 0.05
H -1.1483 -2.4858 1.2751 -0.05 -0.08 0.04
H -1.7210 -2.3014 -0.3973 -0.14 -0.19 0.06
H -2.3136 2.2399 -0.5702 -0.01 0.03 0.05
H -0.5944 2.5203 -0.2514 -0.06 -0.05 0.09
H -1.6709 1.8668 1.0175 0.03 0.08 0.03
H 2.0352 -0.4739 -1.2207 0.03 -0.01 -0.01
H 3.0108 0.8688 -0.5999 0.00 0.07 0.04
H 1.4648 1.1927 -1.3945 -0.02 0.10 -0.08


20
Properties=species:S:1:pos:R:3:forces:R:3 method="wB97M-V/def2-TZVPD" multiplicity=1 gap_ev=9.4703
N 2.6010 1.0840 0.9868 -1.32 -1.49 0.84
C 1.7911 -0.2082 0.9469 1.25 0.32 -1.65
C 1.4016 -0.5424 -0.5456 -2.29 0.42 1.05
C 0.3677 0.5454 -0.8506 -0.79 0.87 0.36
N -0.9144 0.2659 -0.1222 0.67 -0.46 0.35
C -2.0409 -0.4604 -0.6675 -0.35 0.01 -2.43
N -3.2052 -0.6246 0.2406 3.19 2.07 0.23
H 3.4015 0.7776 1.4838 1.26 0.91 -0.10
H 2.6963 1.7319 0.2040 0.18 -1.06 0.29
H 1.0230 -0.1376 1.7504 -0.17 -0.17 -1.38
H 2.3938 -1.0680 1.2116 0.74 0.14 0.59
H 0.8790 -1.5330 -0.6557 0.58 0.76 0.29
H 2.1453 -0.4787 -1.3530 0.58 -0.08 0.98
H 0.7563 1.5240 -0.3208 -0.88 -1.65 -1.67
H 0.3156 0.6445 -1.9842 -0.57 0.36 1.27
H -1.1965 1.0172 0.4627 -0.33 0.62 0.15
H -1.6771 -1.4487 -1.0597 -0.11 0.64 0.35
H -2.3829 0.1084 -1.5699 -0.26 -0.56 0.37
H -2.8471 -1.1977 0.9586 -0.12 -0.84 1.23
H -3.9943 -1.0226 -0.1631 -1.28 -0.82 -1.11


20
Properties=species:S:1:pos:R:3:forces:R:3 method="wB97M-V/def2-TZVPD" multiplicity=1 gap_ev=5.4593
N -4.6904 0.1953 -1.0551 -0.76 0.00 0.09
C 3.6398 -0.0808 -0.1712 0.19 0.74 -0.47
C 2.2799 0.6405 -0.2003 -0.11 1.57 -0.05
N 1.3542 -0.4229 -0.3461 -1.62 0.03 0.46
C 0.4592 -0.6588 0.6952 3.20 -1.42 2.00
C -0.7643 0.2250 0.5051 -5.48 0.83 -3.42
N -2.0545 -0.3310 0.6782 0.75 -0.40 1.59
H 3.6256 -0.7768 -1.0137 0.07 -0.35 0.50
H -5.1325 -0.6426 -1.4072 0.00 -0.02 -0.02
H 4.5121 0.5647 -0.3601 -0.47 0.15 0.30
H 3.7192 -0.5231 0.8123 0.34 -0.59 -0.08
H 2.0690 1.2572 0.6835 0.34 -0.28 0.37
H 2.2589 1.4159 -1.0079 -0.13 -1.01 -0.08
H -4.1285 -0.0569 -0.2520 0.40 0.09 -0.36
H 0.2220 -1.7100 0.6825 -0.79 -0.15 -0.26
H 0.7448 -0.4697 1.7716 0.50 0.17 -0.88
H -0.7630 1.2929 0.7614 1.14 -0.24 0.63
H -1.0143 0.2573 -0.5743 1.68 0.88 -0.54
H -4.1423 0.5915 -1.8024 0.32 -0.05 0.15
H -2.1948 -0.7678 1.6005 0.41 0.03 0.05


20
Properties=species:S:1:pos:R:3:forces:R:3 method="wB97M-V/def2-TZVPD" multiplicity=1 gap_ev=9.9402
N 3.1641 0.5184 -0.0172 0.42 0.33 0.03
C 2.1040 -0.4522 -0.1223 -1.08 0.40 -0.05
C 0.6973 0.1557 -0.4925 1.59 -1.00 0.44
N -0.1620 -0.9176 -0.9488 -2.25 1.14 -0.70
N -0.5187 -1.8584 0.0490 -0.42 0.29 0.07
H 2.9330 1.2448 0.6514 0.05 -0.02 -0.08
H 3.3413 0.9606 -0.9121 -0.03 0.04 0.11
H 2.3742 -1.1925 -0.8794 -0.08 0.01 0.06
H 2.0192 -0.9573 0.8450 0.03 -0.10 -0.17
H 0.3337 0.7213 0.3868 -0.15 -0.10 -0.22
H 0.8382 0.8310 -1.3307 -0.06 0.26 -0.10
H -1.0860 -0.4589 -1.2501 1.86 -1.10 0.38
H 0.1889 -2.5870 0.1060 -0.24 0.46 0.37
H -0.7554 -1.3787 0.9302 0.58 -0.66 -0.25
C -2.2776 1.1238 1.0468 -0.24 -0.21 -0.66
C -2.7858 0.6733 -0.1007 -0.91 -0.29 0.90
H -2.1581 2.1764 1.2523 0.03 0.13 -0.04
H -1.9892 0.4453 1.8320 0.15 -0.14 0.15
H -3.2408 1.3464 -0.8153 0.36 0.08 -0.23
H -3.0204 -0.3945 -0.2302 0.38 0.48 -0.02


20
Properties=species:S:1:pos:R:3:forces:R:3 method="wB97M-V/def2-TZVPD" multiplicity=1 gap_ev=9.8920
C 0.1410 -2.9155 -1.0912 -0.26 0.11 0.44
N 0.2481 -1.5369 -0.6430 0.29 0.23 0.05
C -0.7924 -1.1570 0.3022 0.26 -0.09 -0.18
C -0.6434 0.2474 0.8662 0.23 0.21 -0.60
N -0.4737 1.2886 -0.1672 -0.65 -0.76 0.10
C 0.0581 2.5088 0.3643 -0.02 0.35 0.16
N 1.5000 2.4140 0.6179 -0.32 -0.25 0.12
H -0.7971 -3.1116 -1.6147 -0.06 -0.08 -0.41
H 0.1157 -3.5850 -0.2315 0.23 0.04 0.15
H 1.0071 -3.1692 -1.6925 -0.04 -0.10 -0.22
H 0.2337 -0.9371 -1.4595 -0.07 -0.06 0.05
H -1.7973 -1.2830 -0.1218 -0.11 -0.01 -0.04
H -0.6883 -1.8482 1.1401 -0.23 -0.03 0.08
H 0.2047 0.2982 1.5498 0.00 -0.18 0.23
H -1.5796 0.4470 1.3845 0.06 0.19 0.33
H 0.0853 0.9198 -0.9251 0.15 0.30 0.02
H -0.4480 2.6873 1.3180 0.06 0.03 -0.01
H -0.2262 3.3503 -0.2831 0.17 -0.13 -0.14
H 1.9016 3.2933 0.9125 0.05 0.05 -0.11
H 1.9507 2.0887 -0.2258 0.27 0.19 -0.03


20
Properties=species:S:1:pos:R:3:forces:R:3 method="wB97M-V/def2-TZVPD" multiplicity=1 gap_ev=9.7117
C 1.3373 2.1543 -1.1866 -0.91 0.53 -0.09
N 1.0345 1.4850 0.0619 0.14 -0.56 -0.05
C -0.3936 1.2341 0.2569 0.90 -0.09 0.17
C -0.5796 0.2170 1.3884 0.29 0.56 -0.30
N -0.0566 -1.0658 0.9912 -0.02 -1.09 -0.81
C -0.9304 -1.9726 0.2754 -1.05 0.02 -0.40
N -0.3750 -2.6569 -0.8810 -0.06 0.06 -0.04
H 2.3467 2.0030 -1.4858 0.97 -0.24 -0.02
H 0.7114 1.8019 -2.0212 -0.07 0.09 0.01
H 1.2117 3.2380 -1.0905 -0.18 -0.09 -0.03
H 1.4799 0.5706 0.0248 -0.09 0.06 0.16
H -0.8308 0.7880 -0.6482 -0.28 0.30 -0.10
H -0.8535 2.1934 0.5075 -0.32 -0.17 -0.12
H -0.0011 0.5788 2.2399 -0.36 -0.02 0.20
H -1.6583 0.1973 1.5769 0.08 -0.21 0.53
H 0.5774 -1.5946 1.5651 -0.05 0.59 0.61
H -1.4596 -2.7251 0.8849 0.72 -0.02 0.37
H -1.7909 -1.4073 -0.0855 0.13 0.32 -0.18
H -0.3252 -2.0290 -1.6748 0.20 -0.01 0.11
H 0.5557 -3.0102 -0.6993 -0.02 -0.01 0.01


20
Properties=species:S:1:pos:R:3:forces:R:3 method="wB97M-V/def2-TZVPD" multiplicity=1 gap_ev="8.2452 / 8.2444"
C 1.1524 -0.4129 -1.6488 -1.01 -1.40 2.07
C 1.6185 0.9960 0.5391 1.12 -0.07 -1.44
C 0.3813 -1.1478 0.7546 1.08 -3.69 -0.32
C 0.9021 -0.1054 -0.1878 -4.12 1.45 0.64
N -2.6466 -0.0167 1.0316 -0.61 2.02 -1.26
N -0.9684 1.0299 -0.2515 2.57 -1.24 -2.36
N -1.8963 -0.0067 -0.2202 -2.53 -0.36 0.13
H 2.1797 -0.6694 -1.6220 1.31 -0.37 -0.88
H 0.5500 -1.2961 -1.9068 0.32 0.16 -0.02
H 0.9060 0.3438 -2.3456 0.15 1.09 -0.49
H 1.0166 1.2869 1.4402 1.09 -0.04 -0.92
H 1.7324 1.7840 -0.2356 -0.31 0.23 0.90
H 2.7007 0.6951 0.6947 -1.09 0.21 0.57
H 1.0443 -2.1835 0.7896 -1.17 2.62 -0.16
H 0.4241 -0.7056 1.7145 0.24 0.13 1.26
H -0.6574 -1.6061 0.7063 1.02 0.98 -1.01
H -2.0402 -0.2855 1.7753 0.62 -0.11 0.44
H -2.9081 1.0005 1.1819 0.40 -1.48 0.24
H -0.7980 1.1933 -1.3124 -0.52 -0.11 2.14
H -2.6931 0.1062 -0.8971 1.44 -0.02 0.47


20
Properties=species:S:1:pos:R:3:forces:R:3 method="wB97M-V/def2-TZVPD" charge=+2 multiplicity=1 gap_ev=6.5195
C 1.1074 -2.7751 0.1288 -0.31 -0.75 2.88
C -0.3665 -1.1312 0.6118 -2.61 -1.69 -0.40
C -1.3273 3.6699 -0.4559 -2.05 -0.03 2.60
C -1.2687 2.3050 -0.2278 2.52 0.89 2.14
N -0.2789 -2.5444 0.0351 2.18 3.11 5.03
N 1.7726 -1.2507 0.1796 0.47 -2.92 -0.98
N 0.6668 -0.4252 0.0062 1.88 2.33 -2.24
H 1.4521 -3.3515 1.0864 -0.52 1.51 -1.51
H 1.4732 -3.2604 -0.7019 1.06 -1.07 -1.85
H -1.2202 -0.4783 0.4613 -0.88 -0.96 -0.49
H -0.3125 -1.1559 1.6950 0.65 -0.29 0.22
H -0.7899 3.9920 -1.2412 3.05 1.05 -3.43
H -2.2837 4.0604 -0.7358 -0.84 0.33 0.60
H -0.6883 4.2494 0.3170 -0.79 -0.76 -0.60
H -0.2811 1.9257 0.1637 -1.02 -0.11 -0.81
H -2.1282 1.7046 -0.1229 -1.05 -0.90 -0.49
H -0.7369 -2.8042 -0.7442 -1.81 -0.56 -3.38
H 2.1376 -1.1466 1.1010 0.64 0.34 0.88
H 2.5376 -1.2594 -0.5189 -0.54 0.74 0.33
H 0.5350 -0.3242 -1.0371 -0.04 -0.25 1.51